The following is a quantum chemistry calculation of C6H12O in the gas phase, from the Open Molecules 2025 dataset.

Bonds (Å) are listed after each position.
CARTESIAN COORDINATES (ANGSTROEM)
1 C -0.95919 -1.72374 2.07882  O2 1.403, H8 1.102, H9 1.103, H10 1.093
2 O -0.04477 -1.08740 1.22608  C1 1.403, C3 1.407
3 C -0.68534 -0.18348 0.35820  O2 1.407, C4 1.510, H11 1.105, H12 1.106
4 C 0.32668 0.48619 -0.54068  C3 1.510, C5 1.516, C6 1.503, C7 1.504
5 C 1.55751 1.00771 0.17346  C4 1.516, H13 1.095, H14 1.097, H15 1.096
6 C 0.48115 -0.00895 -1.95121  C4 1.503, C7 1.506, H16 1.087, H17 1.088
7 C -0.25846 1.27414 -1.68039  C4 1.504, C6 1.506, H18 1.089, H19 1.087
8 H -1.63624 -2.38930 1.51917  C1 1.102
9 H -1.57676 -0.99544 2.63062  C1 1.103
10 H -0.38802 -2.31756 2.79708  C1 1.093
11 H -1.44664 -0.70714 -0.24824  C3 1.105
12 H -1.21079 0.58743 0.95264  C3 1.106
13 H 2.20481 0.17523 0.46780  C5 1.095
14 H 1.28975 1.55609 1.08466  C5 1.097
15 H 2.12787 1.68277 -0.47524  C5 1.096
16 H -0.09506 -0.87618 -2.26455  C6 1.087
17 H 1.46794 0.05457 -2.40418  C6 1.088
18 H -1.34065 1.27404 -1.80349  C7 1.089
19 H 0.21924 2.21308 -1.94853  C7 1.087

The value obtained for the relative energy (zero: lowest compared OMol25 entry of this formula, charge and spin) is 34.5 kcal/mol. As for the LUMO energy: 1.05 eV. The value obtained for the total energy is -8462.85675 eV. Its HOMO energy is -9.751 eV. The SMILES is COCC1(C)CC1. The value obtained for the orbital gap is 0.39677 hartree. The max |F| is 0.0063 hartree/bohr.

Atom charges from the Löwdin analysis, given in e for atoms 1 to 4:
1 C -0.12
2 O -0.18
3 C -0.20
4 C -0.48